No. 1
Density functional theory data (ωB97M-V with the def2-TZVPD basis set) for a single C19H13BClF3N2O4 molecule at a distorted geometry.

CARTESIAN COORDINATES (ANGSTROEM)
1 O -0.32 -0.15 -2.67
2 C -0.73 -0.79 -1.70
3 N -1.92 -1.54 -1.98
4 C -2.73 -1.35 -3.13
5 C -2.71 -0.13 -3.82
6 C -3.80 0.35 -4.57
7 Cl -3.88 1.90 -5.23
8 C -4.75 -0.58 -4.81
9 C -4.69 -1.87 -4.32
10 C -3.69 -2.25 -3.43
11 B -3.75 -3.62 -2.58
12 O -4.22 -4.78 -3.25
13 O -3.18 -3.86 -1.28
14 C -0.02 -0.75 -0.38
15 C -0.55 -1.32 0.76
16 C 0.15 -1.06 1.90
17 C 1.37 -0.45 1.87
18 O 2.09 -0.22 3.04
19 C 2.85 0.91 3.34
20 C 3.03 1.82 2.33
21 C 3.75 2.96 2.56
22 C 4.30 3.24 3.85
23 C 5.27 4.36 4.12
24 F 5.12 4.91 5.35
25 F 5.03 5.27 3.13
26 F 6.47 3.85 4.02
27 C 4.07 2.30 4.91
28 C 3.39 1.11 4.65
29 N 1.91 0.12 0.83
30 C 1.11 0.06 -0.21
31 H -2.09 -2.41 -1.40
32 H -1.92 0.58 -3.67
33 H -5.60 -0.13 -5.38
34 H -5.45 -2.59 -4.50
35 H -4.45 -4.81 -4.21
36 H -3.46 -4.75 -1.00
37 H -1.50 -1.80 0.82
38 H -0.13 -1.23 2.92
39 H 2.65 1.62 1.40
40 H 3.90 3.65 1.67
41 H 4.45 2.58 5.89
42 H 3.15 0.35 5.33
43 H 1.48 0.50 -1.19

The HOMO-LUMO gap comes out at 8.72 eV. For the strongest force on any atom, the calculation gives 4.32 eV/A. For the total energy, the calculation gives -1927.02117 Eh. Its structure (SMILES) is O=C(Nc1cc(Cl)ccc1B(O)O)c1ccc(Oc2ccc(C(F)(F)F)cc2)nc1. As for the LUMO energy: -0.03 eV.


No. 2
Density functional theory data (ωB97M-V with the def2-TZVPD basis set) for C21H47OP3SeTi as an isolated structure at a distorted geometry.

CARTESIAN COORDINATES (ANGSTROEM)
1 Ti -0.38 -0.02 -0.09
2 P 1.91 0.82 0.45
3 P 0.39 -0.15 -2.41
4 P -0.54 -0.55 2.31
5 H -4.82 -6.25 -2.24
6 C -5.55 -5.84 -1.53
7 C -5.64 -4.49 -1.39
8 H -5.12 -3.78 -2.07
9 C 3.20 -0.47 0.58
10 C 2.61 2.04 -0.71
11 C 2.11 1.79 1.99
12 C -0.85 -1.22 -3.19
13 C 0.28 1.41 -3.34
14 C 2.00 -0.83 -2.94
15 C -1.94 -1.69 2.51
16 C -0.93 0.84 3.41
17 C 0.84 -1.38 3.16
18 H -6.23 -6.56 -1.04
19 H -6.28 -4.04 -0.61
20 H 4.17 0.01 0.76
21 H 3.23 -1.05 -0.35
22 H 2.96 -1.15 1.41
23 H 3.53 2.44 -0.26
24 H 1.91 2.88 -0.86
25 H 2.83 1.59 -1.68
26 H 3.07 2.32 1.92
27 H 2.09 1.16 2.88
28 H 1.30 2.53 2.06
29 H -0.54 -1.39 -4.23
30 H -1.84 -0.74 -3.16
31 H -0.92 -2.18 -2.65
32 H 0.45 1.20 -4.41
33 H 1.05 2.12 -2.99
34 H -0.71 1.86 -3.21
35 H 2.01 -0.81 -4.04
36 H 2.11 -1.85 -2.57
37 H 2.83 -0.23 -2.56
38 H -1.98 -2.01 3.56
39 H -1.82 -2.56 1.85
40 H -2.87 -1.18 2.24
41 H -1.26 0.44 4.38
42 H -1.71 1.47 2.97
43 H -0.05 1.48 3.57
44 H 0.52 -1.64 4.18
45 H 1.73 -0.74 3.22
46 H 1.11 -2.30 2.62
47 C -0.13 -4.60 -0.05
48 C -1.43 -4.43 -0.56
49 C -2.27 -5.54 -0.60
50 C -1.85 -6.79 -0.13
51 C -0.53 -6.95 0.32
52 C 0.35 -5.88 0.37
53 Se 0.94 -3.06 0.07
54 H -0.27 -2.15 -0.21
55 H -1.79 -3.44 -0.87
56 H -3.29 -5.45 -0.99
57 H -2.51 -7.65 -0.11
58 H -0.22 -7.95 0.63
59 H 1.38 -6.00 0.74
60 C -3.57 2.17 0.68
61 C -2.70 1.58 -0.44
62 O -1.27 1.79 -0.21
63 C -0.88 3.21 -0.08
64 C -1.16 4.03 -1.32
65 H -3.24 1.92 1.69
66 H -4.55 1.71 0.53
67 H -3.69 3.25 0.57
68 H -2.84 0.49 -0.53
69 H -2.94 2.05 -1.40
70 H -1.41 3.61 0.79
71 H 0.19 3.20 0.16
72 H -2.24 4.15 -1.50
73 H -0.72 5.03 -1.18
74 H -0.68 3.62 -2.21

The HOMO-LUMO gap (spin up / spin down) comes out at 4.71 / 5.02 eV. For the strongest force on any atom, the calculation gives 1.81 eV/A. For the total energy, the calculation gives -5177.52610 Eh. Its total charge is +3. The spin multiplicity is 2. As for the LUMO energy (spin up / spin down): -11.02 / -10.71 eV.


No. 3
Density functional theory data (ωB97M-V with the def2-TZVPD basis set) for C25H60N11O3P3S2 as an isolated structure at a distorted geometry.

CARTESIAN COORDINATES (ANGSTROEM)
1 C 3.11 5.63 -3.04
2 C 3.73 5.88 -1.61
3 C 3.17 6.96 -0.80
4 C 3.77 7.18 0.56
5 N 3.26 8.20 1.35
6 S 4.26 8.06 2.70
7 N 5.30 6.80 2.33
8 C 4.94 6.35 1.06
9 C 5.50 5.25 0.21
10 C 4.88 5.01 -1.10
11 S 5.54 3.62 -2.09
12 H 3.94 5.89 -3.77
13 H 2.27 6.34 -3.27
14 H 2.82 4.55 -3.18
15 H 2.32 7.53 -1.24
16 H 6.37 4.64 0.59
17 H 6.77 4.08 -2.50
18 O 4.51 2.60 1.51
19 P 4.28 1.35 2.36
20 N 5.86 1.43 3.03
21 C 6.89 0.43 3.23
22 C 6.08 2.55 3.96
23 N 4.10 0.37 0.94
24 C 4.97 -0.70 0.46
25 C 3.57 1.06 -0.25
26 N 3.90 -0.07 3.37
27 C 3.38 0.32 4.68
28 C 4.50 -1.38 3.49
29 H 6.88 0.03 4.25
30 H 7.88 0.88 3.07
31 H 6.84 -0.40 2.53
32 H 5.58 2.36 4.92
33 H 5.68 3.48 3.56
34 H 7.14 2.71 4.16
35 H 6.00 -0.63 0.81
36 H 5.06 -0.72 -0.63
37 H 4.54 -1.68 0.71
38 H 4.38 1.60 -0.77
39 H 2.79 1.77 0.01
40 H 3.13 0.35 -0.96
41 H 4.19 0.50 5.40
42 H 2.72 -0.45 5.09
43 H 2.78 1.24 4.60
44 H 5.19 -1.44 4.34
45 H 5.05 -1.74 2.63
46 H 3.71 -2.13 3.67
47 O -1.56 -2.50 0.84
48 P -1.65 -1.24 1.71
49 N -0.81 -1.97 3.00
50 C -1.07 -2.01 4.43
51 C 0.61 -2.23 2.75
52 N -3.39 -1.33 1.75
53 C -4.25 -1.59 2.89
54 C -4.02 -1.97 0.58
55 N -1.71 0.29 2.58
56 C -0.51 1.10 2.34
57 C -2.27 0.68 3.85
58 H -0.49 -1.25 4.96
59 H -0.77 -2.99 4.83
60 H -2.11 -1.90 4.70
61 H 1.18 -1.29 2.78
62 H 0.76 -2.69 1.78
63 H 1.04 -2.91 3.49
64 H -3.77 -2.12 3.71
65 H -5.12 -2.20 2.64
66 H -4.69 -0.65 3.26
67 H -3.99 -3.06 0.68
68 H -3.51 -1.70 -0.34
69 H -5.06 -1.66 0.48
70 H 0.29 0.83 3.04
71 H -0.72 2.16 2.45
72 H -0.13 0.95 1.32
73 H -1.52 0.70 4.64
74 H -3.08 0.07 4.21
75 H -2.68 1.70 3.77
76 O -5.80 -0.77 -5.78
77 P -6.03 -2.06 -4.99
78 N -4.46 -2.00 -4.29
79 C -3.44 -3.01 -4.11
80 C -4.26 -0.91 -3.33
81 N -6.21 -2.99 -6.44
82 C -5.34 -4.05 -6.94
83 C -6.71 -2.26 -7.61
84 N -6.48 -3.47 -4.03
85 C -7.03 -3.09 -2.73
86 C -5.94 -4.81 -3.93
87 H -3.47 -3.44 -3.11
88 H -2.45 -2.56 -4.25
89 H -3.48 -3.81 -4.83
90 H -4.77 -1.13 -2.38
91 H -4.64 0.04 -3.71
92 H -3.20 -0.75 -3.10
93 H -4.32 -4.00 -6.57
94 H -5.24 -4.04 -8.03
95 H -5.78 -5.03 -6.73
96 H -5.90 -1.71 -8.11
97 H -7.49 -1.54 -7.34
98 H -7.15 -2.94 -8.34
99 H -6.23 -2.96 -1.98
100 H -7.73 -3.84 -2.35
101 H -7.58 -2.15 -2.80
102 H -5.28 -4.91 -3.06
103 H -5.38 -5.15 -4.79
104 H -6.76 -5.52 -3.80

The HOMO-LUMO gap comes out at 5.98 eV. For the strongest force on any atom, the calculation gives 9.31 eV/A. For the total energy, the calculation gives -3636.54080 Eh. As for the LUMO energy: -1.48 eV.